ORCA calculation (ωB97M-V/def2-TZVPD) on a structure of composition C17H30MoNO2P2Te at a distorted geometry.

The geometry in ORCA input format:
```
! RIJCOSX wB97M-V def2-TZVPD def2/J DEFGRID3
* xyz 1 3
C -2.841 -3.333 0.625
C -1.860 -2.446 0.108
N -1.390 -1.424 0.912
C -1.487 -1.533 2.248
C -2.150 -2.618 2.817
C -2.959 -3.418 1.990
C -1.322 -2.482 -1.181
P 0.031 -1.517 -1.810
Mo -0.042 0.050 -0.046
P -0.226 0.989 2.114
C -0.655 -0.530 3.054
O -5.427 -1.677 -3.300
O -3.182 2.681 -3.275
H -3.332 -4.026 -0.024
H -2.163 -2.571 3.929
H -3.554 -4.176 2.502
C 1.402 -2.711 -1.976
C -0.332 -1.007 -3.578
H -1.234 -0.252 3.953
H 0.302 -1.023 3.353
H -4.531 -2.078 -3.236
H -1.844 -3.076 -1.903
C 1.165 1.712 2.993
C -1.629 2.065 2.535
H -1.582 0.883 -0.193
H -2.811 1.749 -3.427
H -4.069 2.582 -2.842
H -5.700 -1.258 -2.438
H 1.265 -0.363 0.780
H -1.538 0.962 0.580
H 1.130 -3.438 -2.758
H 2.321 -2.161 -2.233
H 1.479 -3.194 -0.989
H -0.551 -1.884 -4.218
H -1.158 -0.268 -3.595
H 0.578 -0.519 -3.966
H -1.654 2.206 3.618
H -1.519 3.033 2.036
H -2.570 1.614 2.207
H 0.852 2.055 3.989
H 1.972 0.978 3.105
H 1.561 2.559 2.421
Te 0.932 2.095 -1.288
C 3.018 2.218 -0.736
C 3.805 3.153 -1.427
C 5.139 3.358 -1.069
C 5.691 2.614 -0.018
C 4.924 1.659 0.665
C 3.585 1.443 0.284
H 3.355 3.714 -2.234
H 5.754 4.077 -1.598
H 6.714 2.773 0.285
H 5.355 1.075 1.481
H 2.980 0.687 0.774
*
```

Properties
HOMO (alpha / beta): -9.78 / -9.65 eV
Energy above the lowest of the compared OMol25 structures with the same formula, charge and spin: 69.1 kcal per mole
DFT total energy: -51417.6699 eV
E_LUMO (alpha / beta): -5.340 / -4.321 eV
<S²>: 2.49

Atomic partial charges in e from the Löwdin method, atoms 1 to 2:
1 C -0.026
2 C -0.363

ORCA calculation (ωB97M-V/def2-TZVPD) on the molecule CH2N2OS at a distorted geometry.

The geometry in ORCA input format:
```
! RIJCOSX wB97M-V def2-TZVPD def2/J DEFGRID3
* xyz 0 1
C -1.699 -1.370 -1.612
N -2.290 -2.337 -1.588
N -0.099 -0.212 -0.171
O -2.022 1.083 -1.352
S -0.841 0.171 -1.624
H 0.861 -0.103 -0.014
H -0.532 0.380 0.487
*
```

Properties
HOMO: -10.55 eV
Energy above the lowest of the compared OMol25 structures with the same formula, charge and spin: 7.2 kcal per mole
DFT total energy: -16930.0038 eV
E_LUMO: 0.105 eV

Atomic partial charges in e from the Löwdin method, atoms 1 to 2:
1 C -0.404
2 N 0.122